The following is a DFT calculation (the ωB97M-V functional and the def2-TZVPD basis) of a 2-piece molecular cluster, C4H12N2O overall at a distorted geometry.

For the relative energy (zero: lowest compared OMol25 entry of this formula, charge and spin), the calculation gives 850.8 kJ/mol.

```
19
C4H12N2O, DFT the ωB97M-V functional and the def2-TZVPD basis
H -2.033 0.765 -1.122
H -2.108 -0.958 -1.666
N 0.633 0.720 -0.632
C -1.480 -0.083 -1.521
H -0.415 0.232 1.677
H 2.282 1.720 0.197
N -1.809 0.598 1.153
H 1.367 0.660 1.222
H 1.008 -1.564 1.367
H -1.220 -1.485 1.143
C -0.935 -0.474 0.902
H 2.553 -0.919 0.482
H 0.890 0.985 -1.571
H -1.090 0.222 -2.490
C 1.798 0.742 0.227
H -1.937 0.735 2.164
H 0.072 -1.313 -0.852
O 2.763 -0.232 -0.163
C -0.341 -0.352 -0.516
```

What are the Löwdin partial charges on each atom? They are as follows, in elementary charge units:
1 H 0.060
2 H 0.078
3 N -0.027
4 C -0.064
5 H 0.157
6 H 0.118
7 N 0.151
8 H 0.064
9 H 0.150
10 H 0.099
11 C -0.332
12 H 0.008
13 H 0.114
14 H 0.074
15 C -0.334
16 H 0.072
17 H 0.120
18 O -0.073
19 C -0.436

---

The following is a DFT calculation (the ωB97M-V functional and the def2-TZVPD basis) of one molecule with the formula C4H12N2O at a distorted geometry.

For the relative energy (zero: lowest compared OMol25 entry of this formula, charge and spin), the calculation gives 248.0 kJ/mol. The SMILES is NCC[C@H](N)CO.

```
19
C4H12N2O, DFT the ωB97M-V functional and the def2-TZVPD basis
H 0.640 -1.397 -1.898
H -1.093 -1.043 -1.956
N -0.684 1.244 -0.132
O -0.255 0.365 -2.977
H 1.099 0.265 -0.461
H -0.875 -0.567 2.763
C -0.111 -0.561 -1.872
H 0.528 -1.938 0.432
H 1.821 0.283 2.185
C -0.090 -1.082 0.679
H -1.010 -1.541 0.364
H -0.140 1.281 -2.765
C 0.066 -0.619 2.237
H 0.898 0.920 3.374
H -1.438 1.416 -0.812
C 0.076 -0.027 -0.451
H 0.572 -1.434 2.760
H -0.157 2.046 0.182
N 0.907 0.545 2.429
```

What are the Löwdin partial charges on each atom? They are as follows, in elementary charge units:
1 H 0.131
2 H 0.113
3 N 0.036
4 O -0.065
5 H 0.108
6 H 0.094
7 C -0.221
8 H 0.091
9 H 0.047
10 C -0.124
11 H 0.089
12 H 0.058
13 C -0.240
14 H 0.073
15 H 0.071
16 C -0.390
17 H 0.087
18 H 0.057
19 N -0.015

---

Number 1: frontier orbital gap 5.658 eV. Number 2: frontier orbital gap 9.665 eV.